# 1
2 unconnected molecules or ions with the total composition C4H9O2 in a non-equilibrium geometry, computed with ωB97M-V with the def2-TZVPD basis set.

XYZ file:
```
15
C4H9O2, DFT ωB97M-V with the def2-TZVPD basis set
C -0.80 -1.24 0.45
C -2.25 -1.26 0.92
H -0.32 -2.21 0.62
H -0.72 -1.00 -0.61
H -0.24 -0.46 0.97
H -2.68 -0.27 0.75
H -2.32 -1.45 1.99
H -2.85 -1.97 0.35
C 2.14 1.03 -1.13
C 1.19 1.92 -0.33
O 0.24 2.49 -0.93
O 1.40 2.03 0.92
H 2.21 0.04 -0.66
H 3.14 1.47 -1.13
H 1.85 0.86 -2.17
```

Output
**Charge**: -1
**F_max**: 0.0376 Eh/bohr
**Gap between HOMO and LUMO**: 7.52 eV
**Molecular weight**: 89.1 g mol⁻¹
**Relative energy (zero: lowest compared OMol25 entry of this formula, charge and spin)**: 0.152 eV
**Calculated total energy**: -8390.339 eV



# 2
C5H9N in the gas phase in a non-equilibrium geometry, computed with ωB97M-V with the def2-TZVPD basis set.

XYZ file:
```
15
C5H9N, DFT ωB97M-V with the def2-TZVPD basis set
C -0.55 -0.94 -0.88
C 0.22 -0.05 -1.52
C 0.86 1.06 -0.72
N 0.14 1.20 0.59
C 0.15 -0.01 1.34
C -0.78 -1.00 0.60
H -1.16 -1.73 -1.43
H 0.56 -0.15 -2.49
H 0.90 2.10 -1.18
H 1.90 0.67 -0.33
H -0.84 1.56 0.34
H -0.16 0.17 2.34
H 1.23 -0.38 1.41
H -0.68 -1.96 1.07
H -1.78 -0.53 0.86
```

Output
**F_max**: 0.0569 Eh/bohr
**SMILES**: C1=CCNCC1
**Gap between HOMO and LUMO**: 9.60 eV
**Molecular weight**: 83.1 g mol⁻¹
**Relative energy (zero: lowest compared OMol25 entry of this formula, charge and spin)**: 1.541 eV
**Calculated total energy**: -6819.454 eV



# 3
2 unconnected molecules or ions with the total composition C4H12, computed with ωB97M-V with the def2-TZVPD basis set.

XYZ file:
```
16
C4H12, DFT ωB97M-V with the def2-TZVPD basis set
C -0.03 1.13 1.89
C -1.27 1.99 2.19
H 0.88 1.61 2.24
H -0.12 0.13 2.32
H 0.07 0.94 0.82
H -1.97 1.98 1.36
H -0.95 3.01 2.41
H -1.80 1.57 3.06
C 0.72 -1.08 -1.43
C 0.56 -2.03 -2.62
H 1.45 -0.30 -1.67
H -0.22 -0.57 -1.25
H 1.12 -1.58 -0.54
H 0.18 -1.51 -3.50
H -0.13 -2.85 -2.39
H 1.51 -2.46 -2.91
```

Output
**F_max**: 0.0135 Eh/bohr
**SMILES**: CC.CC
**Gap between HOMO and LUMO**: 12.87 eV
**Molecular weight**: 60.1 g mol⁻¹
**Relative energy (zero: lowest compared OMol25 entry of this formula, charge and spin)**: 0.144 eV
**Calculated total energy**: -4342.384 eV



# 4
A molecular structure, C30H55BBiN8PS3 in a non-equilibrium geometry, computed with ωB97M-V with the def2-TZVPD basis set.

XYZ file:
```
99
C30H55BBiN8PS3, DFT ωB97M-V with the def2-TZVPD basis set
Bi 0.02 0.10 0.98
C 3.22 -5.67 0.08
C 2.37 -4.52 0.62
C 0.93 -4.74 0.17
C 2.43 -4.46 2.15
N 2.93 -3.24 0.12
C 4.28 -3.02 0.15
C 4.51 -1.79 -0.37
N 3.31 -1.25 -0.72
B 3.28 0.12 -1.43
N 3.38 1.29 -0.43
C 3.83 2.52 -0.85
C 3.84 3.34 0.22
N 3.40 2.64 1.31
C 3.13 1.39 0.89
S 2.57 0.05 1.82
C 3.30 3.30 2.63
C 2.30 4.46 2.46
C 2.79 2.38 3.73
C 4.69 3.80 3.01
N 2.03 0.25 -2.34
C 2.03 -0.34 -3.58
C 0.90 0.05 -4.22
N 0.20 0.87 -3.39
C 0.91 0.97 -2.25
S 0.44 1.89 -0.85
C -1.01 1.63 -3.76
C -2.13 1.33 -2.76
C -0.64 3.12 -3.77
C -1.48 1.21 -5.15
C 2.36 -2.13 -0.39
S 0.65 -1.82 -0.63
H 2.77 -6.61 0.37
H 4.23 -5.67 0.47
H 3.26 -5.64 -1.01
H 0.64 -5.76 0.40
H 0.83 -4.59 -0.90
H 0.25 -4.08 0.69
H 1.93 -5.33 2.57
H 1.94 -3.56 2.53
H 3.45 -4.45 2.51
H 4.98 -3.72 0.53
H 5.43 -1.27 -0.53
H 4.23 0.19 -2.14
H 4.11 2.70 -1.86
H 4.13 4.37 0.27
H 1.36 4.09 2.07
H 2.67 5.23 1.79
H 2.12 4.92 3.43
H 1.78 2.04 3.53
H 2.78 2.94 4.66
H 3.44 1.52 3.87
H 5.08 4.52 2.30
H 5.38 2.96 3.08
H 4.65 4.28 3.98
H 2.83 -0.96 -3.90
H 0.57 -0.21 -5.21
H -1.89 1.66 -1.76
H -2.35 0.27 -2.75
H -3.03 1.86 -3.09
H -0.32 3.45 -2.79
H -1.50 3.70 -4.07
H 0.16 3.30 -4.48
H -1.69 0.15 -5.19
H -0.76 1.48 -5.92
H -2.40 1.74 -5.38
C -4.51 3.75 2.09
N -4.02 3.23 0.83
C -4.86 3.40 -0.34
C -3.07 2.36 0.81
N -2.20 1.59 0.78
H -4.85 4.78 1.94
H -3.72 3.74 2.84
H -5.36 3.16 2.45
H -5.22 4.43 -0.37
H -5.73 2.74 -0.31
H -4.29 3.20 -1.24
C -2.98 -2.17 -1.75
C -3.65 -1.43 -0.59
P -2.53 -1.32 0.89
C -2.25 -3.10 1.30
C -3.47 -3.91 1.74
C -3.57 -0.74 2.33
C -5.08 -0.84 2.17
H -3.53 -1.98 -2.67
H -2.99 -3.25 -1.58
H -1.95 -1.86 -1.88
H -4.58 -1.93 -0.30
H -3.88 -0.40 -0.87
H -1.50 -3.13 2.10
H -1.82 -3.55 0.40
H -3.87 -3.55 2.68
H -3.17 -4.95 1.88
H -4.25 -3.89 0.98
H -3.29 0.29 2.53
H -3.24 -1.35 3.18
H -5.44 -0.21 1.36
H -5.56 -0.50 3.09
H -5.41 -1.86 1.99
```

Output
**Charge**: +2
**F_max**: 0.0268 Eh/bohr
**Gap between HOMO and LUMO**: 7.08 eV
**Molecular weight**: 874.8 g mol⁻¹
**Relative energy (zero: lowest compared OMol25 entry of this formula, charge and spin)**: 0.523 eV
**Calculated total energy**: -92226.419 eV